w.
{"formula": "C4H6O", "method": "ωB97M-V/def2-TZVPD", "elements": ["C", "C", "C", "C", "O", "H", "H", "H", "H", "H", "H"], "xyz": [[-0.011, 0.011, -0.420], [-1.052, -0.708, 0.244], [-1.070, 0.716, 0.377], [1.452, 0.052, -0.045], [-2.103, 0.018, -0.334], [-0.262, 0.075, -1.872], [-1.260, -1.639, 0.903], [-1.120, 1.381, 1.113], [1.933, 1.075, -0.227], [1.760, -0.737, -0.691], [1.734, -0.244, 0.951]], "spin_multiplicity": 1, "mol_weight_g_mol": 70.091, "orbital_gap_ev": 10.06, "total_charge": 0}


x.
{"formula": "C4H6O", "method": "ωB97M-V/def2-TZVPD", "elements": ["C", "C", "C", "H", "H", "H", "H", "C", "O", "H", "H"], "xyz": [[0.155, -1.074, 1.562], [-0.763, -1.337, 0.632], [0.658, -1.209, 0.131], [0.508, -1.114, 2.544], [-1.725, -1.366, 0.211], [0.906, -0.269, -0.444], [1.104, -2.072, -0.197], [0.238, 1.975, -2.262], [-0.247, 1.320, -1.365], [1.018, 2.758, -2.328], [0.061, 1.810, -3.363]], "spin_multiplicity": 1, "mol_weight_g_mol": 70.091, "orbital_gap_ev": 9.56, "total_charge": 0}


y.
{"formula": "C4H6O", "method": "ωB97M-V/def2-TZVPD", "elements": ["O", "C", "C", "C", "C", "H", "H", "H", "H", "H", "H"], "xyz": [[-1.677, -0.884, -0.025], [-0.685, -0.037, 0.563], [0.813, -0.761, 0.530], [1.176, 0.287, -0.247], [-0.150, 0.898, -0.467], [-1.189, -1.537, -0.528], [-1.044, 0.173, 1.515], [1.245, -1.473, 1.071], [2.099, 0.668, -0.579], [-0.046, 1.992, -0.381], [-0.542, 0.674, -1.452]], "spin_multiplicity": 1, "mol_weight_g_mol": 70.091, "orbital_gap_ev": 10.67, "total_charge": 0}


z.
{"formula": "C4H6O", "method": "ωB97M-V/def2-TZVPD", "elements": ["C", "C", "C", "C", "O", "H", "H", "H", "H", "H", "H"], "xyz": [[0.411, 1.058, -1.354], [0.292, 0.298, -0.282], [0.002, 0.333, 1.162], [0.123, -0.988, 0.402], [-0.985, -1.810, 0.184], [0.373, 2.139, -1.236], [0.550, 0.668, -2.359], [0.795, 0.609, 1.855], [-0.997, 0.653, 1.451], [1.002, -1.589, 0.627], [-1.566, -1.370, -0.448]], "spin_multiplicity": 1, "mol_weight_g_mol": 70.091, "orbital_gap_ev": 10.69, "total_charge": 0}


Energy ordering: z at the bottom, the next structure 11.3 kcal/mol above.


w.
{"formula": "C4H6O", "method": "ωB97M-V/def2-TZVPD", "elements": ["C", "C", "C", "O", "C", "H", "H", "H", "H", "H", "H"], "xyz": [[0.507, -1.063, -0.307], [-0.095, -0.780, 0.866], [-0.577, 0.663, 0.816], [0.233, 1.262, -0.148], [0.478, 0.257, -1.105], [0.946, -1.936, -0.826], [-0.382, -1.020, 1.868], [-0.527, 1.275, 1.738], [-1.652, 0.612, 0.535], [1.421, 0.505, -1.601], [-0.352, 0.224, -1.837]], "spin_multiplicity": 1, "mol_weight_g_mol": 70.091, "orbital_gap_ev": 10.44, "total_charge": 0}


x.
{"formula": "C4H6O", "method": "ωB97M-V/def2-TZVPD", "elements": ["C", "C", "C", "C", "O", "H", "H", "H", "H", "H", "H"], "xyz": [[1.143, -0.167, -0.020], [0.092, 0.848, 0.314], [-0.943, 0.234, -0.597], [-0.274, -0.846, 0.299], [-0.505, -0.147, 1.496], [1.417, -0.335, -1.069], [2.019, -0.166, 0.644], [0.172, 1.802, 0.797], [-1.958, 0.561, -0.361], [-0.745, 0.125, -1.668], [-0.429, -1.909, 0.189]], "spin_multiplicity": 1, "mol_weight_g_mol": 70.091, "orbital_gap_ev": 10.55, "total_charge": 0}


Energy ordering: w at the bottom, the next structure 40.5 kcal/mol above.